1.
{"formula": "C31H29IN8O5PbS", "method": "ωB97M-V/def2-TZVPD", "de_lowest_ev": 0.000, "charge": 2, "multiplicity": 1, "homo_lumo_gap_ev": 5.2, "elements": ["Pb", "N", "C", "C", "C", "C", "C", "C", "S", "O", "O", "N", "C", "N", "C", "C", "C", "N", "H", "H", "H", "H", "H", "H", "H", "H", "H", "O", "C", "N", "C", "C", "O", "N", "C", "C", "C", "C", "C", "C", "C", "C", "C", "C", "C", "C", "H", "H", "H", "H", "H", "H", "H", "H", "H", "H", "H", "I", "C", "C", "N", "N", "C", "H", "H", "H", "C", "C", "C", "O", "H", "H", "H", "H", "H", "H"], "positions_angstrom": [[-1.72208, 0.04522, -1.59877], [4.78775, -1.84687, -6.20396], [3.50749, -1.74467, -5.73508], [2.92457, -0.48674, -5.52732], [1.64667, -0.38236, -5.01872], [0.93566, -1.53948, -4.71200], [1.49651, -2.80136, -4.91622], [2.77331, -2.89936, -5.41842], [-0.65740, -1.44358, -4.03650], [-1.05237, -0.02374, -4.01109], [-1.54343, -2.36843, -4.67877], [-0.53797, -1.70892, -2.43475], [-0.90930, -2.88491, -1.80061], [-1.55684, -2.65158, -0.64983], [-1.91091, -3.72164, 0.05644], [-1.64708, -5.00639, -0.38296], [-0.98281, -5.12201, -1.59457], [-0.59582, -4.06727, -2.30935], [5.20405, -1.04431, -6.64446], [5.10074, -2.73562, -6.55581], [3.47961, 0.40686, -5.78362], [1.18798, 0.58651, -4.87674], [0.92777, -3.69033, -4.67790], [3.21500, -3.87340, -5.58463], [-2.43397, -3.54015, 0.98781], [-1.94932, -5.87176, 0.18612], [-0.74182, -6.09283, -2.01118], [0.41648, -0.09152, 1.76091], [-0.14718, 0.61015, 2.54162], [0.42453, 0.76001, 3.85651], [0.39374, 1.77105, 4.72824], [-2.23287, 1.73514, 2.94787], [-3.13455, 2.23060, 3.45437], [-1.35022, 1.21766, 2.28444], [0.78609, 1.49126, 6.08687], [1.41235, 2.48825, 6.85410], [1.80406, 2.21593, 8.15087], [1.56394, 0.96105, 8.69515], [0.94061, -0.03540, 7.94728], [0.55870, 0.22143, 6.64845], [0.06443, 3.10995, 4.27899], [0.53951, 3.56319, 3.03817], [0.27423, 4.85644, 2.63737], [-0.48554, 5.69252, 3.45177], [-0.96948, 5.24795, 4.67517], [-0.68404, 3.96364, 5.10153], [0.99389, -0.04429, 4.09653], [1.63411, 3.45017, 6.41357], [2.30175, 2.97716, 8.73456], [1.86186, 0.75320, 9.71426], [0.74535, -1.00259, 8.38835], [0.03105, -0.54145, 6.08948], [1.16196, 2.92147, 2.42505], [0.66697, 5.22271, 1.69891], [-0.69546, 6.70398, 3.13037], [-1.56403, 5.90257, 5.29659], [-1.07011, 3.60424, 6.04596], [4.04476, 3.42159, -0.87350], [2.66163, 1.94148, -1.22307], [2.90108, 0.63704, -1.60793], [1.70797, 0.03642, -1.70006], [0.70090, 0.87239, -1.41298], [1.27042, 2.03658, -1.12557], [3.82072, 0.11578, -1.81160], [1.47094, -0.89798, -2.01250], [0.67072, 2.89479, -0.86731], [-4.15654, -0.56118, -4.88917], [-4.15537, -1.50563, -3.73376], [-4.89251, -2.79267, -3.88515], [-3.55295, -1.26374, -2.69223], [-5.17510, -0.20095, -5.04960], [-3.86127, -1.10050, -5.79014], [-3.47962, 0.27291, -4.72650], [-4.29152, -3.42941, -4.54044], [-5.85424, -2.64088, -4.37470], [-5.01818, -3.28344, -2.92419]], "forces_ev_per_a": [[-0.02, -0.23, -0.03], [-0.06, 0.00, -0.01], [0.15, -0.02, -0.05], [-0.06, 0.06, 0.04], [0.02, -0.07, -0.04], [0.04, 0.02, -0.03], [0.03, 0.05, -0.02], [-0.06, -0.03, 0.02], [-0.14, -0.21, -0.03], [0.06, 0.20, -0.03], [0.14, 0.02, 0.00], [-0.06, 0.10, 0.10], [0.02, 0.01, -0.04], [0.06, 0.05, -0.02], [-0.02, -0.03, -0.03], [0.00, 0.04, -0.02], [-0.01, -0.01, 0.00], [-0.02, 0.03, 0.06], [-0.01, -0.01, 0.01], [0.00, 0.01, 0.01], [-0.01, 0.01, 0.00], [0.00, 0.01, 0.01], [-0.02, -0.02, 0.01], [0.00, -0.01, 0.00], [0.00, 0.01, 0.00], [0.01, -0.01, 0.00], [0.00, -0.01, 0.01], [-0.03, 0.02, 0.01], [0.13, -0.08, -0.01], [-0.04, 0.03, 0.06], [0.15, -0.02, -0.15], [0.01, -0.01, -0.01], [-0.05, 0.06, 0.09], [-0.01, 0.04, -0.10], [-0.03, 0.03, 0.08], [0.02, -0.02, 0.00], [-0.02, 0.01, -0.06], [0.00, -0.04, 0.03], [0.00, 0.02, -0.01], [0.00, -0.01, 0.01], [-0.09, -0.04, 0.06], [0.01, 0.03, 0.00], [0.00, -0.03, 0.00], [0.00, 0.03, -0.02], [0.01, -0.05, 0.03], [-0.01, 0.03, -0.03], [-0.03, -0.03, 0.03], [-0.03, 0.02, -0.01], [0.01, 0.00, 0.01], [0.01, 0.00, 0.00], [-0.01, 0.00, 0.00], [-0.01, 0.00, -0.02], [0.01, 0.01, -0.01], [0.01, 0.01, 0.00], [0.00, 0.00, 0.00], [-0.01, 0.01, 0.00], [0.02, -0.01, 0.02], [0.01, 0.03, 0.02], [0.05, -0.06, -0.04], [0.05, 0.01, 0.06], [-0.08, 0.10, 0.02], [0.01, -0.08, -0.11], [-0.07, 0.00, 0.09], [0.01, -0.01, -0.02], [0.02, -0.01, 0.03], [-0.01, 0.01, -0.01], [-0.01, 0.01, -0.01], [0.11, -0.01, -0.07], [-0.04, -0.02, -0.02], [-0.07, 0.09, 0.18], [-0.01, 0.01, 0.00], [-0.01, 0.00, -0.01], [-0.03, -0.02, 0.01], [0.01, 0.00, -0.01], [0.00, -0.01, 0.00], [0.00, 0.00, 0.01]]}

=====

2.
{"formula": "C31H29N7W", "method": "ωB97M-V/def2-TZVPD", "charge": 4, "multiplicity": 3, "homo_lumo_gap_ev": [6.4, 4.5], "elements": ["W", "C", "C", "C", "C", "C", "C", "C", "N", "N", "C", "C", "C", "C", "C", "C", "N", "C", "C", "C", "C", "C", "C", "N", "H", "H", "H", "H", "H", "H", "H", "H", "H", "H", "H", "H", "H", "H", "H", "H", "H", "H", "H", "H", "N", "C", "C", "C", "C", "C", "C", "N", "C", "C", "C", "C", "N", "C", "C", "H", "H", "H", "H", "H", "H", "H", "H", "H"], "positions_angstrom": [[12.66936, 7.56866, 11.39576], [9.66792, 6.36824, 11.82168], [9.34060, 7.65626, 11.07766], [10.05102, 8.92167, 11.53368], [9.41977, 10.04979, 12.01750], [10.17816, 11.20705, 12.26482], [11.53018, 11.28616, 11.89607], [12.10230, 10.24610, 11.24386], [11.45385, 9.01549, 11.27199], [11.01794, 5.78838, 11.45217], [11.07670, 5.11560, 10.11613], [11.85273, 5.85252, 9.05324], [11.74657, 5.52928, 7.71481], [12.41089, 6.26221, 6.74163], [13.16491, 7.34862, 7.16589], [13.36821, 7.55908, 8.50426], [12.74931, 6.82255, 9.44374], [11.40856, 4.88481, 12.60749], [11.96531, 5.69646, 13.74305], [11.92322, 5.35277, 15.05837], [12.65357, 6.04860, 16.01964], [13.47101, 7.10502, 15.62355], [13.44758, 7.48666, 14.31371], [12.67841, 6.87559, 13.41273], [8.86756, 5.65748, 11.60136], [9.68520, 6.51900, 12.91512], [8.26135, 7.84153, 11.19414], [9.45992, 7.53836, 9.98787], [8.34997, 10.01654, 12.20670], [9.70459, 12.03342, 12.75783], [12.13793, 12.18718, 12.06633], [13.06878, 10.40430, 10.78212], [10.04029, 4.97286, 9.72822], [11.50628, 4.09500, 10.20275], [11.01692, 4.73919, 7.43306], [12.32335, 5.92945, 5.71148], [13.75903, 7.93793, 6.48804], [14.00441, 8.36761, 8.80664], [12.14669, 4.15849, 12.26790], [10.52766, 4.31236, 12.98943], [11.40254, 4.43563, 15.31260], [12.62484, 5.76888, 17.08148], [14.12929, 7.65173, 16.30020], [13.94500, 8.44458, 14.05357], [19.91130, 8.47496, 11.78369], [21.22332, 7.98259, 11.78677], [22.45536, 8.50772, 12.07620], [23.55810, 7.64754, 12.22843], [23.36721, 6.26578, 12.18544], [22.14864, 5.72494, 11.94116], [21.04711, 6.57724, 11.83384], [19.72953, 6.23596, 11.76208], [19.04635, 7.39183, 11.68316], [17.65081, 7.46551, 11.65943], [16.86278, 6.29299, 11.39710], [15.47914, 6.36096, 11.28897], [14.79416, 7.54027, 11.45064], [15.54487, 8.69189, 11.65454], [16.92642, 8.66872, 11.72203], [19.64134, 9.43795, 11.84948], [22.57187, 9.56814, 12.27654], [24.56094, 8.04472, 12.42491], [24.20180, 5.58693, 12.35673], [21.90667, 4.66326, 11.91526], [17.29673, 5.30267, 11.43276], [14.90644, 5.45349, 11.30136], [15.03934, 9.60720, 11.96937], [17.43216, 9.65693, 11.75928]], "forces_ev_per_a": [[0.93, -4.16, 0.06], [0.31, -0.01, -0.17], [-0.34, 0.50, 0.30], [1.34, 0.60, -0.80], [0.38, -0.32, -0.23], [0.40, -0.50, 0.18], [-0.63, 1.53, 0.26], [-0.84, -1.03, 1.13], [-2.87, 2.43, -0.75], [0.42, 0.87, 0.71], [-0.84, -0.59, -0.17], [1.03, 0.66, 0.00], [-1.40, -0.68, 0.13], [-0.04, -0.22, 0.33], [0.73, -0.37, -0.61], [-0.39, -0.24, -0.36], [-0.93, -0.55, 0.31], [-0.76, 0.18, -0.11], [1.53, 2.40, -0.36], [-0.16, -1.10, 0.29], [0.54, 0.39, 0.57], [0.02, -0.31, 0.99], [-0.31, 1.20, 0.12], [-0.41, -1.66, -1.21], [0.19, -0.23, 0.03], [-0.07, 0.10, -0.49], [0.32, -0.03, 0.11], [0.23, 0.04, 0.27], [0.17, 0.12, 0.01], [-0.14, 0.39, 0.08], [-0.64, -0.28, -0.23], [0.19, -0.76, -0.02], [0.65, 0.01, 0.30], [-0.26, 0.55, 0.16], [0.78, 0.51, 0.12], [0.08, 0.42, 0.01], [-0.21, 0.19, -0.31], [0.37, 0.10, 0.39], [0.08, 0.03, -0.03], [0.58, 0.31, -0.47], [-0.14, 0.17, 0.26], [-0.08, -0.04, -0.57], [-0.39, -0.27, 0.04], [-0.17, -0.95, -0.26], [-0.59, -0.86, -0.59], [-0.62, -0.36, 1.12], [-0.88, 1.58, -0.06], [0.47, -0.51, 0.16], [1.22, -0.94, 0.02], [-0.21, -1.45, 0.46], [-2.22, 0.68, -1.00], [0.79, 0.23, -0.28], [4.23, 0.75, 1.19], [-3.73, -0.55, -1.42], [0.19, 0.65, 0.93], [0.52, 1.53, 0.95], [1.51, 1.37, 0.10], [-0.14, -1.52, 0.47], [0.50, 0.69, -0.40], [0.06, 0.30, -0.12], [0.11, -0.02, -0.22], [-0.50, -0.03, -0.09], [-0.05, 0.31, -0.14], [0.56, 0.08, -0.02], [0.29, 0.10, -0.29], [-0.27, -0.28, -0.52], [-0.13, -0.29, -0.59], [-0.39, -0.84, 0.33]]}

=====

3.
{"formula": "C31H30AsBr2IrNOSi", "method": "ωB97M-V/def2-TZVPD", "de_lowest_ev": 0.706, "charge": 1, "multiplicity": 1, "homo_lumo_gap_ev": [6.9, 6.9], "elements": ["Ir", "Br", "C", "C", "C", "Br", "C", "C", "C", "C", "N", "C", "C", "O", "H", "H", "H", "H", "C", "C", "C", "C", "C", "C", "As", "C", "C", "C", "C", "C", "C", "C", "C", "C", "C", "C", "C", "H", "H", "H", "H", "H", "H", "H", "H", "H", "H", "H", "H", "H", "H", "H", "C", "Si", "C", "C", "C", "H", "H", "H", "H", "H", "H", "H", "H", "H", "H", "H"], "positions_angstrom": [[0.68346, -0.00548, 0.67874], [5.42521, -1.55515, -0.27376], [4.69820, -0.82008, 1.28419], [5.52505, -0.59993, 2.41089], [5.03927, -0.05374, 3.56325], [6.19050, 0.21182, 5.02900], [3.67098, 0.31969, 3.66612], [3.03292, 0.91438, 4.77100], [1.69972, 1.22763, 4.69745], [0.98062, 0.95796, 3.52770], [1.55196, 0.40004, 2.47664], [2.87928, 0.08284, 2.53503], [3.37141, -0.48832, 1.34754], [2.48160, -0.65760, 0.35546], [6.56805, -0.87479, 2.33963], [3.60079, 1.12029, 5.66804], [1.18839, 1.68650, 5.53067], [-0.07010, 1.20121, 3.43283], [-0.72066, -5.29569, -1.70887], [0.04303, -4.72479, -0.70148], [-0.12949, -3.38729, -0.37682], [-1.07001, -2.62593, -1.06149], [-1.83704, -3.19758, -2.07133], [-1.65787, -4.53383, -2.39280], [-1.34097, -0.80029, -0.51569], [-1.95677, 0.15210, -2.07449], [-2.87732, 1.18890, -1.96088], [-3.22008, 1.93546, -3.07912], [-2.64501, 1.65047, -4.30946], [-1.72209, 0.61983, -4.42309], [-1.37172, -0.12502, -3.30723], [-2.88283, -0.85139, 0.64581], [-4.14633, -1.04602, 0.09588], [-5.24788, -1.16426, 0.92885], [-5.08965, -1.09727, 2.30711], [-3.82888, -0.91674, 2.85455], [-2.72389, -0.79517, 2.02416], [-0.58397, -6.33790, -1.96373], [0.77622, -5.31818, -0.17217], [0.47680, -2.94149, 0.40423], [-2.56860, -2.60784, -2.61089], [-2.25092, -4.98146, -3.17907], [-3.33650, 1.41657, -1.00566], [-3.93909, 2.73839, -2.98710], [-2.91699, 2.23024, -5.18118], [-1.27064, 0.39574, -5.38042], [-0.64472, -0.92268, -3.40669], [-4.27873, -1.10598, -0.97788], [-6.23013, -1.31221, 0.50066], [-5.95151, -1.19030, 2.95400], [-3.70367, -0.87628, 3.92829], [-1.73543, -0.66980, 2.45372], [0.73943, 4.17312, -1.67113], [1.46770, 2.57216, -1.02099], [1.84748, 1.41935, -2.44364], [3.00358, 2.90079, 0.00366], [0.13019, 1.86625, 0.15275], [1.44930, 4.68388, -2.32515], [0.48359, 4.85755, -0.86068], [-0.16499, 3.97978, -2.25209], [2.69193, 1.80923, -3.01611], [0.99443, 1.34989, -3.12081], [2.11493, 0.41416, -2.10909], [3.84495, 3.15522, -0.64384], [3.30971, 2.03458, 0.59562], [2.84569, 3.73929, 0.68501], [-0.84361, 1.99144, -0.32449], [0.15174, 2.48373, 1.06082]], "forces_ev_per_a": [[-0.33, -0.01, 0.12], [-0.03, -0.02, -0.04], [-0.08, 0.07, 0.11], [0.06, -0.03, -0.03], [-0.06, 0.03, 0.05], [0.03, 0.00, 0.01], [0.06, -0.03, -0.07], [0.04, -0.02, 0.01], [-0.07, 0.02, 0.02], [-0.01, -0.02, -0.06], [0.31, 0.23, 0.10], [0.03, -0.06, -0.08], [-0.10, 0.08, 0.08], [-0.32, -0.05, -0.18], [0.01, 0.01, 0.02], [0.00, 0.01, 0.01], [0.00, 0.00, 0.00], [-0.01, 0.00, 0.02], [0.01, -0.01, 0.02], [0.01, 0.01, 0.00], [0.03, 0.00, -0.04], [-0.08, 0.02, -0.03], [-0.03, 0.00, 0.02], [-0.01, -0.01, -0.03], [0.12, -0.02, -0.24], [0.15, -0.04, -0.02], [-0.02, 0.04, 0.07], [0.00, 0.00, -0.03], [-0.01, 0.00, 0.01], [0.00, 0.00, 0.00], [0.01, -0.03, -0.03], [0.05, -0.06, -0.04], [-0.03, -0.01, 0.00], [0.01, 0.00, 0.00], [-0.01, 0.00, -0.02], [0.00, 0.00, 0.02], [0.04, 0.04, 0.02], [0.00, -0.01, 0.00], [0.00, 0.00, 0.00], [0.00, -0.02, 0.00], [0.00, -0.01, 0.02], [0.00, 0.00, 0.00], [0.01, -0.01, -0.01], [0.00, 0.01, 0.00], [0.00, 0.01, 0.00], [0.00, 0.00, 0.00], [0.01, 0.00, 0.03], [0.01, 0.01, 0.01], [0.00, 0.00, 0.00], [0.00, 0.00, 0.00], [0.00, 0.01, 0.01], [-0.01, 0.00, -0.01], [0.10, -0.09, 0.02], [0.03, 0.11, -0.04], [-0.04, -0.01, 0.07], [-0.05, -0.04, -0.02], [0.25, 0.00, 0.18], [0.01, 0.00, 0.00], [-0.01, 0.00, 0.02], [-0.01, -0.01, 0.00], [0.00, 0.03, -0.01], [-0.01, -0.03, 0.00], [0.00, 0.02, 0.01], [0.00, 0.03, -0.02], [-0.02, 0.02, -0.04], [0.00, 0.00, 0.03], [-0.06, -0.18, 0.01], [0.04, 0.02, -0.02]]}

=====

- Among the records above, which one has the lowest charge?
  C31H30AsBr2IrNOSi

=====

- Which of these has the highest charge?
  C31H29N7W

=====

- charge of number 3 (C31H30AsBr2IrNOSi)?
  +1